[1]
55
Properties=species:S:1:pos:R:3:nbo_charge:R:1 method="wB97M-V/def2-TZVPD" total_charge=+1 homo_ev=-9.8 orbital_gap_ev=5.27 molar_mass_da=357.6
C 1.28913 1.37581 -5.81465 -0.629
C 0.78109 0.90188 -4.48592 -0.019
C 1.42833 -0.17691 -3.87268 -0.206
C 0.94284 -0.65488 -2.66016 -0.237
C -0.18623 -0.03149 -2.09485 0.061
C -0.62262 -0.39349 -0.69422 -0.470
C -1.76315 0.29628 -0.01354 -0.190
C -2.45730 -0.29712 0.96795 -0.193
C -3.69087 0.26769 1.44330 -0.112
C -4.31439 -0.23407 2.60620 -0.177
C -5.48284 0.32525 3.07049 -0.215
C -6.09608 1.39326 2.38205 0.002
C -7.34122 1.99962 2.92569 -0.634
C -5.52041 1.85631 1.18807 -0.234
C -4.33706 1.31023 0.71978 -0.125
C -0.78653 1.06644 -2.69090 -0.229
C -0.33247 1.51465 -3.91764 -0.198
H 0.65056 2.17615 -6.19424 0.220
H 2.32744 1.74870 -5.74001 0.221
H 1.29203 0.54330 -6.54800 0.224
H 2.27895 -0.65984 -4.35420 0.214
H 1.40169 -1.50831 -2.15959 0.186
H -0.66863 -1.47887 -0.55493 0.217
H -1.73634 1.39976 -0.14582 0.208
H -2.10809 -1.22569 1.44245 0.195
H -3.81905 -1.06869 3.11994 0.203
H -5.93926 -0.05570 3.98967 0.216
H -7.70220 2.79092 2.28595 0.219
H -8.13998 1.24689 3.03716 0.226
H -7.16234 2.41851 3.93243 0.225
H -6.01579 2.65975 0.63111 0.216
H -3.88573 1.65738 -0.21362 0.201
H -1.62372 1.51387 -2.15968 0.213
H -0.87216 2.30795 -4.42973 0.221
C 2.68920 0.97978 2.42531 -1.201
Si 2.78803 -0.81492 2.02006 2.007
C 1.88949 -2.12811 2.94132 -1.198
H 0.13091 0.13535 -0.12001 0.195
C 4.00595 -1.32827 0.75802 -0.641
C 5.19783 -1.43225 1.52409 -0.220
C 6.37837 -1.85476 0.92026 -0.192
C 6.36828 -2.17394 -0.45208 -0.160
C 5.19276 -2.07464 -1.22883 -0.207
C 4.00624 -1.63859 -0.61644 -0.094
H 2.86413 1.68357 1.59250 0.305
H 1.76343 1.26250 2.95224 0.290
H 3.54276 1.00635 3.12357 0.278
H 1.73635 -3.06779 2.38288 0.301
H 2.65995 -2.25550 3.72299 0.277
H 0.94083 -1.78409 3.38101 0.291
H 5.17708 -1.18295 2.58376 0.204
H 7.29416 -1.93669 1.51556 0.242
H 7.29595 -2.50866 -0.93088 0.240
H 5.20963 -2.33876 -2.30951 0.244
H 3.08104 -1.53314 -1.18367 0.219

=====

[2]
69
Properties=species:S:1:pos:R:3:nbo_charge:R:1 method="wB97M-V/def2-TZVPD" total_charge=-2 multiplicity=2 homo_ev="-2.4 / -2.3" orbital_gap_ev="6.58 / 6.47" s2=0.76 molar_mass_da=903.8
Bi -0.15428 -2.51236 0.29271 1.988
O 1.23967 -1.85322 5.18478 -1.027
As 0.94176 -1.20799 3.54476 2.454
O 0.17967 0.23118 3.66802 -1.191
O 0.13833 -2.41272 2.70389 -1.260
C 2.73621 -0.97750 2.90710 -0.510
C 3.13114 0.35223 2.78520 -0.111
C 4.38986 0.68360 2.30829 -0.282
C 5.26402 -0.33303 1.94398 -0.199
C 4.88546 -1.65737 2.06802 -0.265
C 3.62274 -2.00032 2.56050 0.352
S 2.38521 -4.24820 1.58748 1.800
O 3.40663 -5.08064 0.97465 -0.968
O 3.34543 -3.30670 2.74543 -0.745
O 2.00706 -3.12048 0.63356 -1.092
H 0.40628 -1.81352 5.66520 0.472
H 2.42015 1.12235 3.05747 0.232
H 4.67495 1.72348 2.20687 0.197
H 6.24633 -0.09256 1.55205 0.193
H 5.54529 -2.46677 1.78377 0.219
C 1.12373 2.83570 -5.45794 -0.595
C -0.22756 2.69085 -4.74360 -0.069
C -0.79362 4.09380 -4.51753 -0.602
C -1.19825 1.93125 -5.65915 -0.595
C -0.04284 1.91756 -3.43841 -0.091
C 0.48555 0.61790 -3.46558 -0.336
C 0.62112 -0.03972 -2.28592 0.128
Br 0.31124 -3.24012 -2.35231 -0.636
C 0.27687 0.41075 -1.01801 0.299
O 0.39656 -0.33985 0.06872 -0.921
C -0.24430 1.73375 -0.98688 -0.107
C -0.38522 2.42932 -2.19226 -0.192
C -0.62583 2.37330 0.35118 -0.079
C -1.65966 1.50940 1.08882 -0.597
C 0.63796 2.51702 1.20749 -0.599
C -1.23417 3.77106 0.18541 -0.600
H 1.00754 3.38100 -6.40064 0.183
H 1.55788 1.86048 -5.67952 0.211
H 1.83130 3.37682 -4.82683 0.208
H -0.89983 4.60513 -5.47870 0.191
H -0.13550 4.69342 -3.88542 0.208
H -1.77636 4.05756 -4.04354 0.209
H -1.32916 2.45847 -6.61037 0.182
H -2.17332 1.83129 -5.17867 0.211
H -0.83274 0.92652 -5.87230 0.213
H 0.76762 0.13735 -4.39747 0.205
H -0.78843 3.42915 -2.14764 0.189
H -1.23467 0.55271 1.37733 0.255
H -2.53788 1.34517 0.45842 0.193
H -1.97516 2.01587 2.00573 0.190
H 1.08682 1.54576 1.38384 0.248
H 0.39040 2.94682 2.18225 0.197
H 1.36131 3.16562 0.70321 0.185
H -2.15987 3.74731 -0.39588 0.197
H -0.54256 4.46704 -0.29625 0.194
H -1.47026 4.16869 1.17570 0.200
Cl -0.90030 -5.14257 0.69919 -0.778
O -2.94035 -2.31942 0.31382 -0.585
N -3.29962 -3.03976 1.32961 0.087
C -4.07397 -4.12659 1.13185 0.024
C -4.45448 -4.92271 2.18604 -0.229
C -4.01893 -4.62815 3.46826 -0.211
C -3.20421 -3.52298 3.64724 -0.204
C -2.86165 -2.73606 2.57282 0.013
H -4.30907 -4.30781 0.09564 0.235
H -5.06160 -5.79333 1.98076 0.214
H -4.28372 -5.26245 4.30303 0.207
H -2.79363 -3.26720 4.61323 0.224
H -2.19911 -1.88458 2.62746 0.269

=====

[3]
72
Properties=species:S:1:pos:R:3:lowdin_charge:R:1 method="wB97M-V/def2-TZVPD" total_charge=+3 homo_ev=-18.6 orbital_gap_ev=5.67 molar_mass_da=661.3
Mo 0.45936 -0.35735 0.21313 2.065
C 3.54539 2.25864 -0.58555 -0.019
C 3.14776 2.21865 0.89869 -0.337
C 1.84597 2.97624 1.15061 -0.030
C 3.15228 0.80081 1.37562 -0.162
C 4.13214 0.16795 2.08897 0.088
C 3.78282 -1.18724 2.16004 0.061
N 2.63783 -1.39855 1.53785 0.015
N 2.18817 -0.16264 1.05659 -0.059
B 1.93737 -2.76355 1.21508 -0.442
N 1.77840 -2.83703 -0.31945 -0.004
C 2.15606 -3.76941 -1.18546 0.056
C 1.77754 -3.39492 -2.47445 0.076
C 1.15254 -2.17484 -2.36319 -0.176
N 1.16081 -1.81240 -1.02162 -0.062
C 0.59765 -1.31763 -3.45686 -0.364
C 1.64781 -0.26777 -3.86340 -0.028
C 0.18699 -2.16360 -4.66317 -0.036
N 0.50183 -2.71728 1.79760 0.015
C -0.19222 -3.56904 2.53587 0.066
C -1.55083 -3.21602 2.52466 0.093
C -1.65460 -2.10391 1.73102 -0.174
N -0.38071 -1.77007 1.31148 -0.079
C -2.82785 -1.31969 1.24529 -0.346
C -2.72933 -1.17408 -0.27873 -0.014
C -4.14759 -1.95632 1.66693 -0.023
H 3.60696 3.29499 -0.91561 0.107
H 2.80070 1.75452 -1.20923 0.057
H 4.51410 1.79182 -0.75847 0.101
H 3.93904 2.70036 1.47518 0.158
H 1.09689 2.72210 0.39745 0.051
H 2.03481 4.04374 1.04740 0.112
H 1.44298 2.80026 2.14932 0.099
H 5.01872 0.62344 2.49966 0.153
H 4.30876 -2.01340 2.61827 0.168
H 2.57109 -3.66100 1.65715 0.146
H 2.67354 -4.65470 -0.84381 0.165
H 1.94047 -3.95727 -3.37781 0.143
H -0.29330 -0.80993 -3.07939 0.116
H 2.51132 -0.75615 -4.31581 0.104
H 1.99818 0.32658 -3.01782 0.054
H 1.21795 0.40827 -4.60098 0.102
H 1.05258 -2.63579 -5.12885 0.095
H -0.27009 -1.52079 -5.41329 0.102
H -0.53448 -2.93557 -4.39494 0.098
H 0.30355 -4.39512 3.02621 0.168
H -2.34983 -3.73030 3.03211 0.146
H -2.74635 -0.33310 1.71404 0.117
H -1.76388 -0.73036 -0.59681 0.025
H -3.51535 -0.52796 -0.66713 0.113
H -2.79428 -2.14133 -0.77937 0.114
H -4.25045 -2.96334 1.25895 0.105
H -4.98240 -1.36270 1.29871 0.102
H -4.22918 -2.00574 2.75237 0.103
O -0.79536 2.04112 -2.76211 0.287
C -0.79555 1.81294 -1.62524 -0.304
O 0.13809 0.66611 -1.19608 -0.275
C -1.51718 2.37222 -0.48340 -0.049
C -2.35682 3.44973 -0.76640 0.134
C -3.03413 4.05361 0.26892 -0.049
C -2.91159 3.63731 1.58067 0.151
C -2.09913 2.55488 1.85394 -0.016
C -1.38966 1.91562 0.84048 -0.207
O -0.56251 0.89035 1.12103 -0.226
N -1.99666 2.08727 3.25669 -0.317
O -2.19995 2.90239 4.11082 0.186
O -1.72542 0.90869 3.41881 0.093
N -3.93367 5.20508 -0.03988 -0.335
O -4.53966 5.66257 0.89423 0.156
O -3.95953 5.55435 -1.19366 0.146
H -2.47597 3.82302 -1.77675 0.161
H -3.45293 4.14228 2.37289 0.162